1.
Here is a 9-piece molecular cluster, C49H89F18N9O15S6 overall from the Open Molecules 2025 dataset. Energies are from ωB97M-V with the def2-TZVPD basis set.

Results
Net charge: +2
HOMO level, eV: -7.5
Orbital gap, eV: 1.114
Max |F|, eV/A: 6.1

Atoms and positions in Å:
C (1.311, -0.631, 0.787)
C (1.004, 0.699, 0.052)
C (-0.075, 1.627, 0.615)
O (2.130, 1.389, -0.201)
H (0.404, -1.176, 1.049)
H (1.849, -0.539, 1.730)
H (1.774, -1.277, 0.041)
H (0.603, 0.338, -0.895)
H (-0.212, 2.380, -0.161)
H (0.187, 2.219, 1.492)
H (-0.987, 1.044, 0.742)
C (2.440, 8.206, -1.797)
C (3.444, 8.116, -2.921)
C (3.009, 7.148, -4.039)
N (4.006, 6.746, -5.184)
C (3.323, 5.546, -6.062)
C (4.155, 5.306, -7.464)
C (4.221, 6.651, -8.194)
C (4.965, 7.706, -7.317)
C (4.278, 8.055, -6.054)
C (5.316, 6.290, -4.570)
H (1.459, 8.518, -2.156)
H (2.787, 8.879, -1.014)
H (2.245, 7.181, -1.481)
H (4.361, 7.821, -2.411)
H (3.643, 9.096, -3.354)
H (2.125, 7.511, -4.563)
H (2.844, 6.151, -3.632)
H (2.281, 5.831, -6.208)
H (3.347, 4.655, -5.435)
H (3.587, 4.495, -7.918)
H (5.121, 4.836, -7.276)
H (3.271, 7.157, -8.361)
H (4.577, 6.592, -9.223)
H (5.237, 8.509, -8.002)
H (5.943, 7.361, -6.982)
H (3.344, 8.615, -6.115)
H (4.955, 8.632, -5.424)
H (5.824, 5.696, -5.330)
H (5.055, 5.614, -3.756)
H (5.903, 7.083, -4.106)
C (-6.255, -3.095, 3.122)
C (-5.666, -3.179, 4.549)
C (-4.594, -2.057, 4.880)
N (-4.179, -2.009, 6.369)
C (-3.284, -0.752, 6.652)
C (-2.451, -0.945, 8.035)
C (-1.811, -2.306, 8.111)
C (-2.737, -3.428, 8.012)
C (-3.495, -3.408, 6.677)
C (-5.369, -1.755, 7.337)
H (-5.406, -3.116, 2.438)
H (-6.779, -2.144, 3.031)
H (-6.824, -3.976, 2.824)
H (-5.211, -4.165, 4.646)
H (-6.476, -3.099, 5.273)
H (-5.059, -1.094, 4.666)
H (-3.668, -2.120, 4.309)
H (-2.584, -0.631, 5.825)
H (-3.857, 0.175, 6.636)
H (-1.885, -0.015, 8.086)
H (-3.159, -0.890, 8.862)
H (-1.153, -2.298, 7.242)
H (-1.180, -2.377, 8.997)
H (-2.081, -4.298, 8.044)
H (-3.490, -3.539, 8.793)
H (-2.852, -3.488, 5.801)
H (-4.129, -4.294, 6.700)
H (-5.930, -1.005, 6.779)
H (-4.993, -1.288, 8.247)
H (-5.874, -2.713, 7.462)
C (-13.280, -1.166, -7.015)
N (-11.882, -1.733, -6.879)
C (-11.524, -2.096, -5.611)
C (-10.204, -2.372, -5.358)
C (-9.246, -2.366, -6.392)
C (-9.672, -2.083, -7.680)
C (-10.938, -1.607, -7.833)
C (-7.891, -2.694, -6.147)
C (-7.025, -1.859, -5.477)
C (-5.764, -2.188, -5.331)
N (-5.324, -3.347, -5.821)
C (-6.160, -4.215, -6.436)
C (-7.486, -3.933, -6.540)
C (-3.837, -3.717, -5.670)
H (-13.609, -1.631, -7.945)
H (-13.238, -0.079, -7.080)
H (-13.946, -1.512, -6.224)
H (-12.338, -2.129, -4.902)
H (-9.941, -2.544, -4.324)
H (-9.107, -2.218, -8.590)
H (-11.316, -1.198, -8.759)
H (-7.340, -0.891, -5.115)
H (-5.198, -1.446, -4.788)
H (-5.671, -5.136, -6.715)
H (-8.157, -4.662, -6.971)
H (-3.421, -3.103, -6.469)
H (-3.653, -4.791, -5.715)
H (-3.516, -3.346, -4.697)
C (6.705, 5.235, 3.565)
N (6.018, 5.085, 4.949)
C (6.913, 5.411, 6.131)
C (4.789, 6.053, 4.850)
C (5.553, 3.615, 5.142)
C (4.701, 3.308, 6.379)
O (5.360, 2.453, 7.334)
H (6.074, 4.863, 2.758)
H (7.608, 4.641, 3.706)
H (6.852, 6.314, 3.534)
H (7.604, 4.577, 6.255)
H (6.391, 5.682, 7.049)
H (7.494, 6.259, 5.770)
H (3.952, 5.575, 4.342)
H (5.130, 6.944, 4.322)
H (4.452, 6.304, 5.855)
H (6.451, 3.014, 4.998)
H (4.916, 3.524, 4.262)
H (3.797, 2.768, 6.099)
H (4.327, 4.174, 6.926)
H (5.989, 1.937, 6.824)
C (8.600, -4.191, -3.808)
N (7.789, -3.324, -2.766)
C (6.925, -2.292, -3.526)
C (7.058, -4.254, -1.863)
C (8.796, -2.586, -1.835)
C (8.237, -1.572, -0.866)
O (7.832, -0.351, -1.344)
H (9.402, -3.586, -4.231)
H (7.956, -4.635, -4.568)
H (9.083, -4.916, -3.154)
H (6.461, -2.782, -4.381)
H (7.398, -1.428, -3.993)
H (6.049, -2.041, -2.928)
H (7.656, -4.998, -1.335)
H (6.585, -4.983, -2.520)
H (6.413, -3.800, -1.111)
H (9.302, -2.064, -2.647)
H (9.402, -3.229, -1.197)
H (9.085, -1.215, -0.282)
H (7.590, -2.031, -0.118)
H (6.890, -0.296, -1.521)
C (-7.113, 6.353, -0.017)
F (-7.423, 6.639, 1.282)
F (-7.687, 7.219, -0.874)
F (-5.797, 6.369, -0.123)
S (-7.889, 4.600, -0.423)
O (-7.188, 3.955, -1.583)
O (-7.593, 3.824, 0.742)
N (-9.528, 5.078, -0.546)
S (-10.130, 3.899, -1.384)
O (-10.041, 3.931, -2.812)
O (-9.827, 2.549, -0.769)
C (-12.088, 4.070, -1.206)
F (-12.675, 3.947, -2.424)
F (-12.569, 3.108, -0.402)
F (-12.441, 5.264, -0.700)
C (10.830, -1.210, 8.338)
F (10.227, -0.181, 8.910)
F (12.134, -0.828, 8.321)
F (10.466, -2.135, 9.229)
S (10.160, -1.508, 6.472)
O (10.486, -0.234, 5.774)
O (10.891, -2.660, 5.976)
N (8.449, -1.757, 6.788)
S (8.297, -3.279, 6.524)
O (8.442, -3.751, 5.117)
O (9.053, -4.105, 7.461)
C (6.403, -3.519, 6.998)
F (6.275, -3.287, 8.240)
F (5.691, -2.593, 6.318)
F (5.868, -4.764, 6.668)
C (-0.400, -8.875, -0.258)
F (-0.170, -8.970, -1.625)
F (-0.016, -9.978, 0.463)
F (0.135, -7.776, 0.317)
S (-2.307, -8.806, -0.216)
O (-2.838, -8.696, 1.150)
O (-2.657, -7.647, -1.137)
N (-2.784, -10.457, -0.690)
S (-3.743, -10.119, -1.809)
O (-4.946, -9.376, -1.295)
O (-3.161, -9.582, -3.042)
C (-4.431, -11.824, -2.290)
F (-5.406, -11.719, -3.208)
F (-3.511, -12.539, -2.843)
F (-4.974, -12.501, -1.297)

Cartesian forces, eV/Å:
-1.1 0.0 0.1
1.3 0.4 0.3
-0.2 -0.4 -0.4
1.1 0.5 -0.1
-0.5 -0.1 0.1
0.5 0.2 -0.2
0.6 0.0 0.3
-0.9 -0.4 -0.8
-0.3 0.0 -0.1
0.2 -0.5 0.4
-0.5 0.3 0.3
-1.1 -0.6 -0.7
0.9 0.3 -0.8
0.7 -1.1 -0.3
-0.3 1.3 -0.4
2.4 1.0 -0.4
-2.1 0.6 2.0
0.1 0.5 0.5
1.1 -1.3 -1.5
-0.4 -0.6 1.3
-1.1 -1.0 -0.1
0.0 0.4 0.0
-0.1 -0.3 0.0
0.2 0.1 0.8
0.3 -0.3 -0.5
0.0 0.1 0.0
0.0 -0.1 0.2
-0.6 0.1 0.4
0.2 0.2 -0.2
0.1 0.2 0.1
-0.2 0.3 -0.5
0.2 0.5 0.2
-0.7 -0.7 0.2
0.7 -0.2 0.3
-0.4 0.6 0.5
0.3 -0.5 -0.3
-0.2 -0.3 -0.2
-0.2 0.1 0.0
0.4 0.4 0.2
-0.1 -0.1 0.0
-0.1 0.2 -0.6
1.3 0.5 0.4
0.7 0.1 0.1
-1.4 -0.3 0.4
-0.5 -0.2 1.1
1.6 -1.6 0.9
-2.7 0.7 -1.2
1.9 2.3 -0.1
-0.9 -0.8 -1.1
1.0 1.0 0.0
0.8 -0.2 -1.8
0.0 0.3 -0.2
-0.3 -0.3 -0.4
-0.4 0.3 0.5
0.0 0.0 0.2
0.0 0.0 0.1
0.1 0.2 0.0
-0.1 -0.2 0.0
0.1 -0.4 -0.1
-0.6 -0.4 0.2
0.7 -0.5 0.1
-0.2 0.3 0.1
0.5 -0.6 0.0
0.0 0.0 0.0
-0.5 -0.5 -0.2
0.2 0.2 0.4
0.4 -0.3 0.3
-0.9 0.7 -0.5
-0.6 -0.2 0.4
-0.1 -0.5 -0.1
-0.2 0.4 0.2
0.6 -0.9 -1.4
0.2 1.2 2.2
0.2 0.0 -1.5
0.2 0.3 0.2
-2.8 0.5 0.3
0.0 0.1 0.0
-2.2 -0.4 -0.5
0.6 -0.5 0.7
-3.1 1.5 -0.5
2.1 -0.1 0.7
1.2 -1.4 0.2
1.6 -0.1 1.1
0.4 -0.8 -0.9
-1.1 1.3 0.0
-0.5 0.5 0.0
0.0 -0.2 0.1
0.5 0.1 0.1
0.3 0.0 0.2
0.3 -0.2 0.0
0.6 0.3 0.2
0.1 -0.1 -0.2
-0.2 0.0 0.1
1.1 -0.6 -0.1
-0.3 -0.1 -0.2
0.0 0.0 -0.1
0.7 -0.6 0.1
-0.3 0.2 -0.3
0.0 0.0 -0.1
0.1 -0.3 2.4
-2.1 -0.3 0.2
0.7 0.7 -1.6
0.8 -0.7 0.9
-1.0 1.5 -1.2
0.3 -1.2 0.9
0.1 1.1 -0.6
-0.1 0.0 0.3
0.2 0.3 -0.7
0.6 -0.3 -0.6
-0.2 0.0 0.2
-0.3 -0.4 -0.3
0.1 0.2 0.5
0.3 -0.1 -0.2
-0.2 -0.1 0.2
0.2 0.0 -0.1
-0.1 -0.2 0.3
0.1 -0.6 0.0
0.0 0.1 -0.6
0.4 0.3 -0.1
0.1 -0.5 0.3
0.0 0.8 1.9
1.2 0.1 0.3
-1.2 -1.4 -0.1
-1.1 -1.6 -0.9
-0.4 1.2 -1.8
0.8 -0.1 1.3
-1.1 1.1 -1.3
-0.4 0.2 -0.1
-0.1 0.2 0.3
-0.1 -0.3 -0.4
0.2 -0.6 0.1
0.7 -0.1 0.9
0.4 0.4 0.4
1.1 0.8 0.1
-1.1 0.5 0.0
-0.1 0.3 -0.6
1.0 0.2 0.7
0.0 -0.6 -0.8
0.5 -0.9 0.2
-0.4 0.0 -0.1
-0.2 -0.1 0.1
-1.8 -1.1 0.1
0.1 0.1 -1.5
0.8 0.0 0.9
-0.2 0.0 -0.3
1.8 -1.2 -0.7
-2.0 2.6 1.2
-0.5 0.5 1.1
2.7 -0.4 -0.4
-1.9 -4.7 0.8
0.4 0.5 -0.6
-0.9 3.0 -1.3
0.7 0.5 0.3
0.5 -0.1 0.9
0.2 0.4 -0.5
0.1 -0.5 -0.2
-1.0 1.0 0.3
-1.0 2.3 -0.8
-0.7 -1.6 -0.2
1.6 -1.6 -1.1
0.9 1.4 0.1
-1.6 -2.0 1.7
-0.8 1.2 0.7
3.2 2.0 -0.9
0.1 -5.3 -1.7
-1.1 1.4 2.1
-1.3 0.6 -0.2
1.0 -0.4 -3.1
-0.5 -0.1 2.4
-0.1 -0.3 -0.1
1.1 1.8 0.6
-1.6 -1.0 -0.1
0.9 0.1 2.7
0.1 1.7 -1.6
-0.3 -1.2 -1.2
-3.1 1.3 0.5
1.8 0.1 -1.6
1.7 -3.2 2.4
3.4 2.5 1.9
-5.1 2.1 -2.8
1.9 -1.7 -1.4
-0.6 -1.0 0.7
-1.0 1.0 0.1
-0.2 0.9 -0.2
1.9 -1.2 -0.6
0.1 -0.1 1.0

2.
Here is a 16-piece molecular cluster, C49H90BO53 overall from the Open Molecules 2025 dataset. Energies are from ωB97M-V with the def2-TZVPD basis set.

Results
Net charge: -1
HOMO level, eV: -7.2
Orbital gap, eV: 8.764
Max |F|, eV/A: 5.4

Atoms and positions in Å:
O (2.606, -1.501, -0.290)
C (1.780, -0.737, 0.211)
O (1.615, -0.497, 1.489)
B (0.628, 0.513, 1.681)
O (-0.044, 0.669, 0.369)
C (0.633, -0.018, -0.550)
O (0.433, -0.065, -1.793)
O (1.020, 1.903, 2.130)
C (0.459, 2.115, 3.320)
O (0.556, 3.104, 4.027)
C (-0.534, 0.919, 3.595)
O (-0.362, 0.039, 2.690)
O (-1.297, 0.811, 4.585)
C (-8.662, 7.109, 12.215)
O (-8.559, 6.103, 11.324)
C (-7.444, 5.317, 11.278)
O (-6.491, 5.357, 12.010)
O (-7.590, 4.517, 10.119)
C (-6.679, 3.499, 9.849)
H (-8.392, 6.702, 13.190)
H (-9.710, 7.409, 12.223)
H (-8.053, 7.972, 11.950)
H (-6.420, 2.763, 10.610)
H (-5.784, 3.964, 9.436)
H (-7.172, 2.836, 9.139)
C (-0.605, 14.934, 1.236)
O (-0.866, 13.935, 2.188)
C (-0.001, 12.905, 2.319)
O (1.032, 12.715, 1.711)
O (-0.532, 12.109, 3.281)
C (0.145, 10.822, 3.544)
H (-1.253, 14.829, 0.365)
H (0.442, 14.921, 0.934)
H (-0.844, 15.887, 1.709)
H (0.218, 10.276, 2.603)
H (-0.478, 10.183, 4.170)
H (1.127, 11.041, 3.964)
C (7.298, 2.092, -0.419)
O (8.533, 2.516, 0.216)
C (8.980, 1.811, 1.249)
O (8.485, 0.838, 1.802)
O (10.193, 2.256, 1.557)
C (10.975, 1.659, 2.623)
H (7.247, 2.662, -1.346)
H (6.358, 2.260, 0.106)
H (7.488, 1.039, -0.628)
H (10.540, 1.929, 3.585)
H (12.010, 1.998, 2.607)
H (10.961, 0.591, 2.402)
C (-4.818, -9.238, 5.387)
O (-4.161, -8.249, 4.495)
C (-3.115, -7.538, 4.942)
O (-2.616, -7.604, 6.090)
O (-2.664, -6.860, 3.881)
C (-1.444, -6.176, 3.973)
H (-5.416, -9.959, 4.831)
H (-5.513, -8.659, 5.995)
H (-4.096, -9.900, 5.864)
H (-1.322, -5.738, 2.982)
H (-0.592, -6.837, 4.133)
H (-1.374, -5.341, 4.671)
C (-9.856, -6.657, 5.535)
O (-9.098, -5.431, 5.321)
C (-8.523, -4.818, 6.382)
O (-8.573, -5.048, 7.584)
O (-7.615, -4.061, 5.833)
C (-6.497, -3.671, 6.547)
H (-10.883, -6.506, 5.202)
H (-9.977, -6.904, 6.590)
H (-9.370, -7.465, 4.988)
H (-6.383, -4.182, 7.503)
H (-6.491, -2.589, 6.681)
H (-5.567, -3.893, 6.024)
C (0.806, -6.307, -5.118)
O (0.397, -7.367, -5.923)
C (0.305, -8.619, -5.471)
O (0.366, -9.075, -4.318)
O (-0.009, -9.288, -6.474)
C (-0.707, -10.502, -6.269)
H (1.874, -6.380, -4.913)
H (0.335, -6.322, -4.136)
H (0.529, -5.387, -5.634)
H (-0.111, -11.378, -6.522)
H (-1.506, -10.417, -7.007)
H (-1.285, -10.587, -5.349)
C (-5.635, 4.249, 1.693)
O (-6.837, 4.827, 1.211)
C (-8.136, 4.348, 1.492)
O (-8.429, 3.513, 2.316)
O (-8.983, 5.086, 0.739)
C (-10.402, 4.819, 0.906)
H (-5.867, 3.472, 2.421)
H (-4.991, 5.044, 2.069)
H (-5.023, 3.767, 0.930)
H (-10.630, 3.785, 0.647)
H (-11.039, 5.562, 0.426)
H (-10.648, 4.998, 1.952)
C (5.176, -3.333, -8.926)
O (4.445, -2.402, -8.157)
C (4.762, -1.045, -8.212)
O (5.607, -0.574, -8.977)
O (3.991, -0.498, -7.256)
C (4.037, 0.955, -7.161)
H (4.917, -4.253, -8.402)
H (6.234, -3.095, -9.044)
H (4.705, -3.472, -9.899)
H (3.491, 1.420, -6.341)
H (3.814, 1.503, -8.077)
H (5.072, 1.194, -6.917)
C (-6.050, 0.476, -11.909)
O (-5.279, -0.268, -10.924)
C (-4.362, 0.394, -10.191)
O (-4.127, 1.599, -10.279)
O (-3.766, -0.428, -9.324)
C (-2.683, -0.045, -8.615)
H (-5.388, 0.732, -12.735)
H (-6.515, 1.366, -11.484)
H (-6.783, -0.161, -12.404)
H (-1.744, 0.033, -9.163)
H (-2.466, -0.695, -7.768)
H (-2.927, 0.880, -8.093)
C (-3.573, 9.695, -2.678)
O (-3.575, 8.580, -3.598)
C (-2.969, 7.398, -3.171)
O (-2.461, 7.354, -2.034)
O (-3.215, 6.470, -4.069)
C (-3.207, 5.100, -3.610)
H (-4.068, 10.603, -3.020)
H (-2.551, 10.050, -2.543)
H (-4.039, 9.381, -1.744)
H (-3.606, 4.874, -2.621)
H (-2.198, 4.738, -3.807)
H (-3.795, 4.576, -4.363)
C (5.628, -0.102, 10.142)
O (5.334, 1.104, 9.422)
C (5.517, 1.067, 8.091)
O (5.915, 0.131, 7.425)
O (5.425, 2.281, 7.666)
C (5.941, 2.651, 6.349)
H (5.756, 0.000, 11.220)
H (6.459, -0.683, 9.743)
H (4.666, -0.611, 10.091)
H (7.026, 2.554, 6.309)
H (5.755, 3.713, 6.190)
H (5.493, 2.100, 5.522)
C (3.406, 8.027, -4.869)
O (3.585, 7.431, -3.554)
C (4.781, 7.311, -3.039)
O (5.906, 7.484, -3.582)
O (4.621, 6.860, -1.720)
C (3.401, 7.004, -0.972)
H (3.907, 7.489, -5.674)
H (3.557, 9.097, -5.015)
H (2.336, 7.872, -5.002)
H (3.287, 6.202, -0.242)
H (2.523, 6.961, -1.616)
H (3.360, 7.925, -0.389)
C (8.523, -9.233, 1.190)
O (7.163, -9.397, 0.826)
C (6.358, -8.394, 1.130)
O (6.576, -7.340, 1.767)
O (5.198, -8.712, 0.546)
C (4.056, -7.873, 0.574)
H (8.817, -8.341, 1.743)
H (9.021, -9.098, 0.230)
H (8.729, -10.161, 1.723)
H (3.997, -7.163, -0.252)
H (4.105, -7.273, 1.482)
H (3.130, -8.446, 0.528)
C (10.430, -9.308, -6.053)
O (10.155, -8.403, -4.963)
C (9.123, -7.528, -5.232)
O (8.551, -7.371, -6.353)
O (8.855, -6.846, -4.091)
C (8.034, -5.680, -4.176)
H (9.522, -9.644, -6.554)
H (10.867, -10.218, -5.641)
H (11.119, -8.765, -6.699)
H (7.050, -5.984, -4.532)
H (8.489, -5.095, -4.976)
H (7.936, -5.259, -3.175)
C (-5.124, -1.686, -0.701)
O (-5.364, -2.117, -2.089)
C (-4.655, -3.082, -2.656)
O (-3.775, -3.742, -2.148)
O (-5.153, -3.317, -3.883)
C (-4.563, -4.320, -4.640)
H (-4.095, -1.329, -0.662)
H (-4.947, -2.473, 0.031)
H (-5.743, -0.854, -0.362)
H (-4.391, -5.268, -4.130)
H (-3.586, -4.138, -5.088)
H (-5.295, -4.645, -5.379)

Cartesian forces, eV/Å:
-1.7 1.9 1.2
1.4 -2.4 -1.9
1.2 0.2 0.4
-1.6 0.9 0.0
0.3 -0.5 -1.2
-0.5 0.4 -3.4
0.5 0.2 4.5
0.2 -1.1 0.7
-1.0 1.5 0.9
0.2 -1.6 -1.3
-1.6 0.8 4.5
0.4 -0.8 -1.5
2.2 0.6 -3.0
-0.1 1.3 2.1
1.0 -3.2 -2.9
-0.1 -0.2 -1.8
-1.0 -0.2 -0.5
-1.2 1.9 2.9
0.9 -0.9 -0.7
0.1 0.6 0.3
0.1 0.0 0.1
0.2 0.0 0.1
0.0 0.7 0.9
0.2 -0.4 -0.1
0.1 0.5 -0.5
0.4 0.7 -0.3
0.2 -1.0 0.5
0.1 -0.7 0.3
-1.1 0.4 0.6
0.4 -0.5 -0.2
-0.1 0.8 -1.0
0.0 -0.2 0.0
-0.1 0.0 -0.1
0.1 0.0 0.0
0.4 0.2 -0.1
-0.1 0.7 0.3
-0.1 -0.3 0.0
0.8 -0.5 -0.5
-0.7 0.6 0.5
0.2 -2.2 1.0
-0.2 1.4 -0.9
1.3 1.5 0.0
-1.0 -0.5 -0.6
0.2 -0.1 0.1
0.5 -0.1 0.6
-0.7 0.0 -0.1
-0.1 -0.4 0.0
-0.3 0.4 -0.5
0.0 -0.1 0.7
0.4 0.8 -0.6
-0.6 -1.1 0.4
1.3 -1.2 2.5
-1.5 0.5 -3.4
-0.8 -0.3 0.9
1.3 0.8 -0.7
0.0 0.6 -0.9
0.4 -0.4 0.6
0.2 0.8 0.6
0.0 0.0 0.0
-0.2 -0.2 0.2
-0.5 -0.3 0.4
-0.4 0.7 0.5
-1.2 -0.8 0.9
1.3 -2.0 1.4
-1.1 0.0 -1.9
0.1 0.9 -1.6
1.7 0.8 1.3
0.2 0.1 -0.5
0.6 0.1 0.1
0.0 0.2 0.0
-0.5 0.1 0.1
-0.2 0.0 0.2
-0.3 -0.2 -0.6
0.4 0.5 1.4
0.1 -0.2 -0.3
0.3 1.4 5.2
0.4 1.8 -1.9
-1.0 -2.9 -3.4
-1.4 -0.5 -1.1
0.1 0.3 -0.3
-0.3 -0.1 -0.1
0.2 -0.2 0.0
0.1 0.2 0.4
0.1 -0.4 -0.4
0.9 0.2 0.4
0.0 -0.8 0.6
-2.5 0.0 -0.8
1.7 0.5 0.6
0.3 0.7 -1.1
0.1 -0.3 -0.1
0.4 0.0 1.4
0.2 0.3 0.3
-0.4 0.0 0.4
-0.5 0.0 -0.6
-0.1 0.2 -0.1
0.7 -0.1 -0.8
0.1 -0.5 0.2
-0.8 -0.5 -0.3
0.2 2.6 0.4
1.0 -1.7 -1.0
-2.2 -0.5 2.0
-0.2 1.2 -0.8
1.8 0.4 0.1
0.9 -0.2 0.0
-0.1 -0.1 0.3
0.2 0.4 -0.3
-0.6 -1.1 0.0
-0.3 -0.6 -0.2
0.1 0.1 -0.2
0.9 0.1 -0.3
-0.1 -0.2 0.3
0.1 2.5 -0.3
-0.4 -2.0 0.0
-2.5 -2.1 -2.2
1.9 1.8 2.4
0.2 0.5 0.2
0.1 -0.1 0.0
-0.1 -0.4 0.8
-0.2 0.2 -0.4
-0.5 -0.7 -0.4
0.4 0.5 -0.3
0.9 -0.4 0.4
0.3 -0.5 -0.5
-0.6 2.8 3.5
-0.9 -0.9 -3.3
-0.2 0.0 0.7
0.7 -0.6 -1.6
-0.6 -0.7 -0.9
0.1 -0.4 0.5
0.3 0.1 0.1
0.3 0.7 0.0
0.1 -0.2 0.8
-0.3 0.1 0.2
-1.5 -0.8 -0.2
0.5 0.1 0.5
2.3 -1.6 -0.2
-0.8 0.2 0.8
-0.5 2.7 -1.4
0.0 -0.1 0.1
0.3 1.2 -0.2
-0.2 0.2 -0.3
0.4 -0.9 -0.2
0.0 -0.5 0.2
-0.4 -0.1 0.4
-0.1 -0.2 0.4
-1.2 -0.8 -0.3
-0.2 1.3 -1.6
3.3 -0.4 0.9
-4.4 -0.6 2.1
1.2 0.6 -1.2
-0.8 0.0 -0.4
0.3 -0.1 0.4
0.6 0.0 0.9
0.0 0.0 -0.2
0.6 -0.2 -0.3
0.1 0.0 0.0
0.4 0.2 -0.3
0.7 -0.3 -0.6
-0.1 0.9 0.7
-1.2 3.1 0.8
-0.2 -3.2 -1.7
-0.3 -0.7 -0.5
0.0 1.2 0.8
-0.8 -0.1 0.4
0.5 -0.7 0.1
0.7 0.3 -0.2
0.5 -0.1 -0.2
-0.3 0.0 0.1
0.4 -0.4 0.2
0.1 0.1 0.2
-2.0 0.7 -0.4
-1.0 0.6 -2.1
2.1 -0.6 4.2
0.9 -1.4 -0.6
-0.4 -0.7 -1.2
0.0 0.5 -0.1
0.3 0.4 0.2
-0.1 -0.5 -0.4
-0.1 0.1 0.1
-0.2 0.8 0.5
0.4 0.1 -0.3
2.6 -0.4 -0.5
-0.9 0.8 0.8
0.5 -1.2 1.0
-0.4 0.8 -0.3
-0.2 1.2 0.5
0.2 -2.3 -0.7
0.1 0.6 -0.4
-1.3 -0.6 -0.3
-0.5 -0.6 -0.6
-0.1 0.2 0.9
-0.2 0.9 -0.1
0.1 0.7 -0.4